# 1
A 14-piece molecular cluster, C40H108O16 overall in a non-equilibrium geometry, computed with wB97M-V/def2-TZVPD.

**2S+1**: 2
**Lowest unoccupied orbital energy (spin up / spin down)**: 0.06462 / 0.06456 hartree
**HOMO level (spin up / spin down)**: 0.2 / -7.7 eV
**Charge**: -1

Last column: Löwdin spin population.
Geometry (Å):
C: -2.0235 -3.1861 -1.1097  0.004
C: -2.3902 -3.5575 0.3223  0.016
C: -1.7803 -4.8883 0.7927  0.060
O: -1.9106 -2.4806 1.0835  0.008
H: -2.3594 -2.1672 -1.3023  0.000
H: -2.5252 -3.8944 -1.7691  0.003
H: -0.9428 -3.2110 -1.2495  0.000
H: -3.4782 -3.5708 0.3865  0.010
H: -1.9863 -5.7251 0.1252  0.012
H: -2.0970 -5.1593 1.7998  0.041
H: -0.7015 -4.7328 0.7793  0.002
H: -2.2652 -2.6101 1.9661  0.004
C: 4.0111 2.0109 0.2062  0.000
C: 3.4543 3.2530 0.8465  0.000
C: 4.4846 4.0040 1.6936  0.000
O: 3.0251 4.0721 -0.2363  0.000
H: 4.7289 2.3192 -0.5539  0.000
H: 3.1998 1.4976 -0.3100  0.000
H: 4.5531 1.3510 0.8836  0.000
H: 2.6260 2.9693 1.4958  0.000
H: 4.8605 3.4380 2.5458  0.000
H: 3.9706 4.9103 2.0139  0.000
H: 5.3902 4.2477 1.1382  0.000
H: 3.6698 3.9256 -0.9323  0.000
C: 4.0888 -0.8522 3.3080  0.001
C: 4.8515 0.4160 3.7858  0.000
C: 4.4788 0.8684 5.1754  0.002
O: 6.2399 0.4415 3.6186  0.000
H: 3.0339 -0.5791 3.3316  0.000
H: 4.1531 -1.6969 3.9939  0.001
H: 4.2949 -1.0466 2.2554  0.000
H: 4.4600 1.1306 3.0618  0.000
H: 4.8681 1.8606 5.4035  0.000
H: 4.9555 0.1903 5.8833  0.000
H: 3.4144 0.7922 5.3974  0.002
H: 6.4491 0.1447 2.7300  0.000
C: -2.6288 -2.8043 5.9041  0.075
C: -3.4032 -2.3467 4.6121  0.037
C: -3.0163 -0.9540 4.2461  0.019
O: -3.0690 -3.1606 3.4965  0.163
H: -2.8477 -2.1563 6.7528  0.009
H: -1.5557 -2.7223 5.7314  0.003
H: -2.9228 -3.8033 6.2264  0.049
H: -4.4892 -2.4237 4.6657  0.014
H: -3.5298 -0.7232 3.3128  0.003
H: -1.9540 -0.7536 4.1065  0.002
H: -3.3315 -0.2916 5.0522  0.005
H: -3.1729 -4.0575 3.8225  0.086
C: 0.4536 -0.0320 1.0009  0.000
C: -0.7041 0.6754 0.2759  0.000
C: -0.7741 0.2511 -1.1791  0.000
O: -1.8830 0.1209 0.8572  0.001
H: 1.4239 0.3099 0.6405  0.000
H: 0.4012 -1.1166 0.9070  0.000
H: 0.5216 0.2280 2.0572  0.000
H: -0.5544 1.7497 0.3830  0.000
H: -1.7549 0.4259 -1.6214  0.000
H: -0.4881 -0.7938 -1.2999  0.000
H: -0.0498 0.7730 -1.8045  0.000
H: -1.7655 -0.8301 0.9148  0.000
C: -0.8275 2.9738 4.0370  0.002
C: 0.0492 4.1239 4.5036  0.001
C: 1.4385 4.0686 4.0315  0.000
O: -0.5004 5.3331 4.1075  0.000
H: -0.6063 2.0359 4.5464  0.002
H: -0.6832 2.6462 3.0074  0.000
H: -1.8881 3.2035 4.1388  0.001
H: 0.0683 4.1772 5.5921  0.001
H: 1.9141 3.0912 3.9508  0.000
H: 2.1311 4.6856 4.6039  0.000
H: 1.5145 4.5395 3.0514  0.000
H: -1.1780 5.5384 4.7558  0.000
C: 1.0756 -4.9464 5.4831  0.053
C: 0.4255 -4.5204 4.1962  0.038
C: 0.6826 -3.0711 3.7576  0.012
O: 0.8248 -5.3363 3.1343  0.100
H: 0.7714 -5.9278 5.8471  0.028
H: 0.7689 -4.2428 6.2571  0.008
H: 2.1652 -4.9375 5.4583  0.002
H: -0.6593 -4.6250 4.2145  0.029
H: 0.0800 -2.5080 4.4702  0.003
H: 0.2012 -2.9067 2.7936  0.002
H: 1.7343 -2.7953 3.6795  0.001
H: 0.6210 -6.2445 3.3692  0.038
C: -5.6472 -2.4557 -5.2616  0.001
C: -4.7911 -1.3821 -4.7023  0.000
C: -3.5410 -1.8395 -3.9141  0.001
O: -4.2691 -0.6126 -5.8133  0.000
H: -5.1305 -3.2184 -5.8441  0.000
H: -6.3589 -1.9839 -5.9391  0.000
H: -6.2130 -2.9880 -4.4969  0.001
H: -5.4359 -0.7200 -4.1245  0.000
H: -2.7991 -1.0448 -3.8356  0.000
H: -3.0461 -2.7397 -4.2784  0.000
H: -3.8736 -2.0597 -2.8997  0.000
H: -4.9062 0.0511 -6.0875  0.000
C: -5.2162 -0.3480 -0.3439  0.008
C: -4.6860 0.7464 -1.2256  0.000
C: -5.7543 1.6059 -1.8533  0.000
O: -3.8704 1.6081 -0.3957  0.001
H: -5.3754 0.0331 0.6648  0.002
H: -4.5196 -1.1862 -0.3286  0.001
H: -6.1721 -0.6710 -0.7565  0.002
H: -4.0804 0.4908 -2.0952  0.000
H: -6.4676 1.8717 -1.0732  0.000
H: -6.2747 1.1691 -2.7057  0.000
H: -5.3346 2.5561 -2.1834  0.000
H: -3.1727 1.1091 0.0354  0.000
C: 1.7994 -2.7773 -3.9326  0.000
C: 0.6550 -2.0678 -4.6630  0.000
C: 0.7128 -0.5721 -4.8303  0.000
O: 0.5246 -2.6586 -5.9478  0.000
H: 2.0270 -2.3407 -2.9601  0.000
H: 2.7164 -2.6847 -4.5145  0.000
H: 1.6097 -3.8492 -3.8756  0.001
H: -0.2363 -2.3695 -4.1128  0.000
H: 1.6957 -0.2234 -5.1471  0.000
H: 0.5993 -0.1110 -3.8492  0.000
H: 0.0135 0.0347 -5.4056  0.000
H: -0.3416 -2.3787 -6.2526  0.000
C: -2.8222 4.0310 -3.4491  0.000
C: -2.0671 2.6566 -3.5585  0.000
C: -2.5863 1.8711 -4.7747  0.000
O: -0.6455 2.9176 -3.6974  0.000
H: -2.5665 4.7392 -4.2372  0.000
H: -2.7511 4.5218 -2.4784  0.000
H: -3.8756 3.7854 -3.5834  0.000
H: -2.2733 2.1304 -2.6264  0.000
H: -2.6422 2.4295 -5.7092  0.000
H: -3.5450 1.4460 -4.4775  0.000
H: -1.8642 1.0890 -5.0092  0.000
H: -0.3106 3.3003 -2.8832  0.000
C: 2.8556 1.9662 -3.3715  0.000
C: 4.1430 1.3039 -3.8756  0.000
C: 4.5154 1.7244 -5.3269  0.000
O: 5.1769 1.7368 -3.0322  0.000
H: 1.9952 1.7841 -4.0154  0.000
H: 2.9157 3.0533 -3.3185  0.000
H: 2.4636 1.5149 -2.4601  0.000
H: 3.9898 0.2257 -3.8291  0.000
H: 5.4371 1.2146 -5.6076  0.000
H: 4.7698 2.7825 -5.3886  0.000
H: 3.7855 1.5064 -6.1065  0.000
H: 5.0644 2.6900 -3.0137  0.000
C: 2.7255 -3.8092 0.3186  0.003
C: 4.0268 -3.5067 -0.4883  0.001
O: 4.8841 -4.6376 -0.5095  0.001
O: 3.0552 -3.9286 1.6739  0.008
H: 2.2240 -4.6765 -0.1108  0.003
H: 2.0360 -2.9659 0.2769  0.001
H: 4.5569 -2.6783 -0.0182  0.000
H: 3.8486 -3.1199 -1.4917  0.000
H: 5.1215 -4.9453 0.3683  0.000
H: 2.3415 -4.3954 2.1147  0.003
C: -0.1750 5.1655 -0.9297  0.000
C: 0.1225 5.5319 0.5829  0.000
O: 1.4548 5.9216 0.6156  0.000
O: 0.3682 3.8857 -1.2159  0.000
H: 0.2026 5.9754 -1.5539  0.000
H: -1.2552 5.1474 -1.0749  0.000
H: -0.1439 4.7839 1.3296  0.000
H: -0.5393 6.3813 0.7526  0.000
H: 2.0373 5.1809 0.4319  0.000
H: 1.2750 3.8711 -0.9011  0.000

# 2
A 10-piece molecular cluster, C40H111N13O23P6 overall in a non-equilibrium geometry, computed with wB97M-V/def2-TZVPD.

**2S+1**: 1
**Lowest unoccupied orbital energy**: -0.00571 hartree
**HOMO level**: -8.1 eV
**Charge**: 0

Last column: Löwdin charge in e.
Geometry (Å):
C: 4.4115 -0.1741 15.9872  -0.121
N: 4.7177 -1.6189 15.7133  -0.286
C: 5.3755 -1.7151 14.3480  -0.104
P: 5.1243 -2.8579 16.8651  0.602
O: 5.1036 -4.2802 16.3730  -0.302
N: 6.6512 -2.2263 17.5356  -0.327
C: 6.9473 -0.7955 17.7246  -0.107
C: 7.5447 -3.1254 18.1594  -0.144
N: 3.9703 -2.5725 18.0219  -0.292
C: 4.2925 -1.8924 19.3282  -0.085
C: 2.4780 -2.6021 17.7225  -0.082
H: 3.9305 -0.1537 16.9652  0.054
H: 3.6764 0.1087 15.2337  0.089
H: 5.2863 0.4495 16.1715  0.059
H: 4.9478 -2.4555 13.6719  0.074
H: 6.4139 -1.9913 14.5313  0.063
H: 5.4352 -0.7379 13.8689  0.070
H: 7.7852 -0.5187 18.3645  0.090
H: 7.1978 -0.5356 16.6961  0.071
H: 6.0890 -0.1613 17.9464  0.045
H: 7.0042 -3.2537 19.0972  0.068
H: 7.4865 -4.0741 17.6258  0.076
H: 8.5790 -2.7833 18.1973  0.088
H: 5.1786 -2.3757 19.7398  0.061
H: 4.5397 -0.8440 19.1615  0.053
H: 3.4408 -1.9338 20.0070  0.079
H: 2.2525 -3.3898 17.0037  0.078
H: 2.2072 -1.6543 17.2574  0.056
H: 1.7602 -2.5809 18.5425  0.073
C: 17.9709 -1.2405 43.5540  -0.092
N: 18.9756 -0.8256 42.5170  -0.323
C: 19.8282 0.2079 43.0639  -0.132
P: 18.5283 -0.7286 40.8987  0.634
O: 17.4165 0.2828 40.6513  -0.312
N: 20.0576 -0.2667 40.1696  -0.291
C: 21.3902 -0.9191 40.3138  -0.130
C: 20.1108 0.7196 39.0836  -0.131
N: 18.2862 -2.3727 40.3586  -0.291
C: 19.2665 -3.4968 40.3665  -0.107
C: 16.9054 -2.8546 40.2793  -0.139
H: 17.3610 -2.1043 43.2893  0.065
H: 17.3216 -0.4013 43.8037  0.083
H: 18.5334 -1.5334 44.4405  0.077
H: 19.5495 0.4468 44.0903  0.079
H: 19.6202 1.0854 42.4517  0.080
H: 20.8824 -0.0687 43.0558  0.073
H: 21.7709 -1.4746 39.4567  0.073
H: 22.1743 -0.1838 40.4945  0.075
H: 21.3001 -1.5732 41.1811  0.060
H: 21.0986 0.9358 38.6765  0.077
H: 19.3497 0.4353 38.3571  0.075
H: 19.8576 1.7492 39.3368  0.069
H: 18.7894 -4.4403 40.1015  0.066
H: 19.9453 -3.4015 39.5190  0.073
H: 19.6865 -3.6985 41.3519  0.077
H: 16.8661 -3.8765 39.9020  0.071
H: 16.3469 -2.1905 39.6196  0.075
H: 16.3842 -2.9069 41.2352  0.063
C: 19.5149 -3.9015 30.1272  -0.123
N: 20.1526 -2.9341 31.0991  -0.300
C: 19.4327 -2.3630 32.2420  -0.112
P: 21.6484 -2.1486 30.5167  0.631
O: 22.3692 -1.3396 31.5516  -0.314
N: 22.5718 -3.3207 29.7185  -0.342
C: 23.7901 -2.9984 29.0262  -0.138
C: 22.7432 -4.6745 30.2868  -0.098
N: 21.1687 -1.3047 29.0891  -0.306
C: 20.8509 -1.9677 27.8175  -0.135
C: 21.0623 0.1767 28.8823  -0.087
H: 18.9859 -4.7365 30.5865  0.075
H: 20.1157 -4.1151 29.2432  0.060
H: 18.6279 -3.4152 29.7211  0.063
H: 18.7638 -1.6505 31.7592  0.075
H: 20.1489 -1.9652 32.9610  0.075
H: 18.7931 -3.1066 32.7174  0.074
H: 24.5579 -2.7335 29.7530  0.088
H: 24.2600 -3.7832 28.4334  0.083
H: 23.5904 -2.1822 28.3318  0.076
H: 23.3929 -4.6324 31.1610  0.087
H: 21.7829 -5.0855 30.5987  0.060
H: 23.1079 -5.2391 29.4287  0.082
H: 20.8625 -1.2004 27.0434  0.070
H: 21.5838 -2.7326 27.5607  0.066
H: 19.8256 -2.3370 27.8401  0.067
H: 20.8412 0.5741 29.8729  0.072
H: 20.4572 0.4506 28.0181  0.075
H: 22.0928 0.5053 28.7467  0.074
C: 11.3802 -1.3062 32.4375  -0.057
C: 11.7123 -2.0937 31.1279  -0.318
O: 12.2609 -1.1958 30.2676  -0.183
P: 11.3181 -0.2828 29.3204  0.488
O: 10.9471 0.9530 29.9537  -0.203
O: 12.1204 -0.1685 27.8539  -0.227
C: 13.4770 0.4761 27.9189  -0.192
C: 13.3634 2.0266 27.6942  -0.075
O: 10.0225 -1.2255 28.9498  -0.199
C: 10.1488 -2.4811 28.2617  -0.269
C: 10.3074 -2.2765 26.7730  -0.092
H: 12.3358 -0.8227 32.6402  0.074
H: 10.6748 -0.4832 32.3228  0.070
H: 11.0652 -1.8030 33.3551  0.071
H: 12.3682 -2.9516 31.2763  0.125
H: 10.7335 -2.4698 30.8303  0.099
H: 14.0709 0.2254 28.7978  0.111
H: 13.8486 0.0694 26.9783  0.108
H: 14.3022 2.5777 27.7503  0.069
H: 12.8951 2.3238 26.7559  0.071
H: 12.7699 2.5055 28.4730  0.062
H: 11.0902 -2.9361 28.5699  0.110
H: 9.2599 -3.0888 28.4312  0.126
H: 9.5566 -1.5295 26.5152  0.085
H: 11.2967 -2.0478 26.3768  0.072
H: 9.9881 -3.1232 26.1653  0.074
C: 24.6648 7.3718 31.6013  -0.079
C: 23.4552 6.7379 32.2429  -0.279
O: 22.3655 7.6011 32.5598  -0.173
P: 21.5487 8.5569 31.5578  0.477
O: 21.4313 8.0499 30.1367  -0.263
O: 20.2146 8.7815 32.4144  -0.169
C: 19.0400 8.1231 32.0317  -0.296
C: 18.7842 6.7594 32.7402  -0.051
O: 22.3476 9.9621 31.5070  -0.187
C: 21.5951 11.1772 31.5941  -0.281
C: 22.4321 12.3278 31.1123  -0.074
H: 24.9270 8.2665 32.1659  0.076
H: 25.6172 6.8425 31.6331  0.078
H: 24.4711 7.6637 30.5691  0.078
H: 23.2023 5.8141 31.7228  0.117
H: 23.6926 6.2272 33.1761  0.115
H: 18.2530 8.8636 32.1745  0.113
H: 18.7713 8.0392 30.9787  0.112
H: 17.9204 6.2163 32.3567  0.078
H: 19.6849 6.1502 32.6663  0.065
H: 18.8377 6.8020 33.8281  0.072
H: 20.5903 11.1331 31.1741  0.123
H: 21.5709 11.3588 32.6686  0.115
H: 23.4726 12.0213 31.0052  0.085
H: 21.9878 12.6352 30.1656  0.072
H: 22.4196 13.2550 31.6853  0.076
C: 8.7315 -4.9516 42.9278  -0.058
C: 7.9821 -6.2094 42.4452  -0.311
O: 8.6616 -7.3833 42.3728  -0.165
P: 8.3851 -8.5979 41.3597  0.464
O: 9.1887 -9.8031 41.5562  -0.224
O: 8.6486 -7.9623 39.8426  -0.205
C: 9.0208 -8.7210 38.6980  -0.273
C: 7.8687 -8.8840 37.6921  -0.064
O: 6.8058 -8.7540 41.4056  -0.194
C: 6.0606 -9.6025 42.3107  -0.230
C: 6.2423 -11.0947 41.9638  -0.078
H: 8.6439 -4.7324 43.9920  0.069
H: 9.7502 -4.8033 42.5695  0.079
H: 8.2256 -4.0667 42.5416  0.068
H: 7.2339 -6.5083 43.1793  0.120
H: 7.5132 -5.9210 41.5044  0.118
H: 9.7854 -8.1476 38.1738  0.109
H: 9.6380 -9.5292 39.0905  0.108
H: 6.9570 -9.3603 38.0529  0.069
H: 7.5124 -7.8936 37.4088  0.072
H: 8.2448 -9.2850 36.7509  0.073
H: 6.4475 -9.4668 43.3207  0.113
H: 5.0136 -9.3118 42.3972  0.117
H: 6.0725 -11.3094 40.9087  0.079
H: 7.2384 -11.5144 42.1041  0.064
H: 5.6509 -11.5953 42.7304  0.076
C: 15.8852 2.6595 19.9133  0.046
N: 16.4341 1.5125 20.6918  -0.463
O: 17.4215 1.7782 21.3271  0.056
O: 15.8420 0.4729 20.8584  0.066
H: 16.2660 2.5583 18.8970  0.101
H: 16.2494 3.5635 20.4015  0.098
H: 14.7980 2.5821 19.9187  0.097
C: 3.4034 -0.2661 26.3429  0.007
N: 3.2637 0.9564 25.6274  -0.444
O: 4.3253 1.6350 25.4168  0.023
O: 2.2198 1.1963 25.1074  0.095
H: 3.4894 -1.1248 25.6772  0.110
H: 2.5105 -0.3665 26.9601  0.107
H: 4.3111 -0.3149 26.9445  0.103
C: 13.2585 11.2290 26.0292  0.060
N: 12.8092 11.1111 27.4885  -0.469
O: 13.0980 12.0185 28.2286  0.059
O: 12.0661 10.2240 27.7903  0.068
H: 14.1802 10.6487 26.0710  0.098
H: 13.4073 12.2673 25.7327  0.092
H: 12.4216 10.8093 25.4710  0.092
C: 5.4697 6.6145 29.1193  0.015
N: 4.0146 6.8115 29.2783  -0.445
O: 3.7258 7.9608 29.0122  0.064
O: 3.3440 5.8638 29.6566  0.074
H: 5.7976 6.5520 28.0816  0.101
H: 5.8627 5.6849 29.5311  0.092
H: 5.9340 7.4462 29.6491  0.099

The energy results, record by record, are as follows: -2792.5268, -6080.8658 Eh.